The following is a quantum chemistry calculation of an isolated ion of composition C7H8N3OS and charge +1 at a distorted geometry, from the OMol25 dataset.

## Properties
* charge: +1
* Kohn-Sham gap (spin up / spin down): 6.11 / 6.91 eV
* <S²>: 2.021
* spin multiplicity: 3
* HOMO energy (spin up / spin down): -9.42 / -13.45 eV

```
20
Properties=species:S:1:pos:R:3:mulliken_charge:R:1
C -2.014 1.352 -1.748 -0.69
C -0.775 0.832 -1.195 -0.35
C -2.828 1.704 -0.660 -0.45
C 2.992 -1.681 -0.518 -0.15
C -0.734 0.842 0.138 0.00
C 1.567 -0.397 0.261 0.24
C 0.296 0.164 0.974 0.31
N 1.766 -1.664 0.158 -0.45
N 3.381 -0.472 -0.850 -0.29
N -0.369 -1.061 1.744 -0.22
O 2.520 0.384 -0.292 -0.10
S -2.185 1.409 0.918 -0.13
H -2.262 1.521 -2.706 0.54
H -0.138 0.630 -2.009 0.43
H -3.832 1.993 -0.621 0.52
H 3.466 -2.565 -0.852 0.45
H 0.745 0.866 1.750 0.32
H -0.628 -1.717 1.040 0.37
H -1.224 -0.637 2.032 0.30
H 0.255 -1.504 2.436 0.37
```